No. 1
The following is a quantum chemistry calculation of 4 unconnected molecules or ions with the total composition C36H59F3IN5OS, from the OMol25 dataset.

```
106
Properties=species:S:1:pos:R:3:mulliken_charge:R:1
I 5.7821 -4.1130 3.5171 0.061
S 4.7868 -1.2497 -3.3298 -0.197
F -4.7486 0.5447 -3.6200 -0.218
F -3.2116 2.9118 -6.3342 -0.266
F -4.2956 3.0073 -3.2224 -0.218
O 3.1545 -2.5764 4.4272 -0.450
N 0.2429 -3.2916 -0.5032 -0.548
N 5.7686 4.8921 -7.2943 0.098
N -1.0969 -1.2426 3.7478 0.431
N -6.9849 -3.5265 6.4779 0.080
N 1.8830 -2.6759 -3.0452 -0.275
C -3.2440 1.7996 -5.3393 0.264
C -7.5866 -4.0378 7.7136 -0.691
C -5.5231 -3.5426 6.4436 -0.685
C -0.0230 -1.4857 4.7163 -0.484
C -3.1481 -2.1739 2.6456 -1.211
C -4.0845 1.8198 -4.0826 0.202
C 1.6187 -2.6852 -0.3341 0.143
C 5.4726 4.2493 -6.0108 -0.317
C 7.0633 4.4956 -7.8571 -0.697
C -7.4911 -3.1629 8.9588 -0.941
C -4.7832 -2.4374 7.1918 -0.266
C 2.3356 -2.3074 1.1083 -0.234
C -2.4047 0.7544 4.6670 -0.752
C 3.2692 -0.6592 -4.3300 0.203
C -0.3682 -1.3656 6.1967 -1.197
C 4.4366 -1.2325 2.6620 -0.339
C 4.7278 -1.2380 -0.1875 -0.702
C -1.4954 0.1563 3.5974 -0.708
C 2.4982 -2.3286 -1.7093 -0.205
C 6.1143 7.2605 -6.3918 -0.958
C -7.2311 -1.9404 4.5509 -1.126
C -2.1828 -2.2238 3.8272 0.107
C 0.4170 0.2061 -5.8317 0.384
C 8.3177 4.8834 -7.0817 -0.949
C -2.3110 0.4272 -5.5294 -0.461
C 4.0080 -1.6136 -1.6224 0.260
C 4.0221 4.4063 -5.5613 -1.336
C 1.8478 1.0000 -6.1320 -0.548
C 0.4892 -1.0713 -4.7734 -0.337
C -7.6344 -2.3124 5.9755 -0.353
C 4.2602 -2.5442 3.6330 0.152
C 3.8419 -1.6045 1.1778 0.445
C 5.4558 6.3171 -7.3944 -0.679
C -1.0337 0.6412 -6.5359 -0.510
C 1.8728 -1.5145 -4.0142 -0.131
C 3.2874 0.5928 -5.3875 -0.184
H -1.9975 0.2682 2.6292 0.372
H 5.5403 -0.8022 2.6254 0.331
H -8.7201 -2.4723 5.9644 0.454
H 6.1322 4.6119 -5.2144 0.190
H 3.8477 3.8113 -4.6574 0.467
H -8.1599 -3.5527 9.7337 0.394
H -0.6013 0.7879 3.5075 0.393
H 7.1548 7.4636 -6.6518 0.265
H 1.9066 1.9243 -6.8777 0.231
H 6.0781 6.8781 -5.3676 0.247
H -1.1742 0.1709 -7.6106 0.322
H 4.3698 6.4375 -7.3052 0.364
H -7.7860 -2.1277 8.7663 0.263
H 3.7531 -0.3599 3.1019 0.234
H 7.1484 4.8812 -8.8811 0.364
H 0.8225 -0.8214 4.4964 0.254
H -1.7474 -3.2313 3.8365 0.413
H -7.8344 -1.0936 4.2040 0.451
H -2.7540 -2.1217 4.7568 -0.282
H 2.4736 -3.4601 -3.4392 0.368
H -3.7403 -2.4035 6.8592 -0.195
H 4.3004 1.1519 -5.5624 0.197
H -2.9496 -0.4937 -5.9299 0.326
H -1.2782 -1.9119 6.4597 0.157
H -3.2337 0.0921 4.9330 0.021
H 5.6804 6.6747 -8.4083 0.334
H 0.4464 -1.7821 6.7988 0.467
H 5.5920 8.2230 -6.3957 0.373
H -4.7669 -2.6194 8.2680 0.321
H 3.3285 4.0541 -6.3315 0.217
H -2.8428 1.6872 4.2968 0.392
H 8.2472 4.6330 -6.0197 0.267
H -2.0062 0.1219 -4.4189 0.306
H -1.8513 1.0024 5.5747 0.260
H -3.8630 -3.0018 2.7157 0.464
H 7.0627 3.4038 -7.9715 0.382
H -0.1748 -3.0494 -1.4336 0.315
H 1.7137 -2.5542 2.0938 0.108
H -3.7272 -1.2456 2.6291 0.291
H -0.9296 1.8150 -6.7231 0.293
H 9.1810 4.3442 -7.4862 0.388
H -5.1554 -4.5131 6.8035 0.331
H 0.3670 -2.4970 4.5428 0.327
H 3.7792 5.4451 -5.3178 0.365
H -0.4838 -0.3233 6.5013 0.266
H 5.6588 3.1718 -6.1050 0.395
H -6.4837 -3.1687 9.3802 0.224
H -8.6496 -4.2300 7.5182 0.419
H -6.1813 -1.6380 4.4885 0.010
H -5.2037 -3.5102 5.3953 0.207
H -0.3626 -2.8157 0.2025 0.179
H 5.7897 -0.7466 -0.1744 0.224
H -5.2116 -1.4473 7.0111 0.185
H -7.1643 -5.0245 7.9426 0.343
H -7.3986 -2.7740 3.8614 0.317
H -2.6152 -2.2729 1.6944 0.053
H -7.4517 -1.4540 6.6317 0.251
H -0.5044 -1.6920 -4.5438 0.248
H 8.5386 5.9485 -7.1776 0.218
```

## Properties
HOMO level in hartree: -0.2975
Net charge: 0
2S+1: 1
LUMO in Ha: -0.0203
SMILES: Nc1cc(CC(=O)I)cc2c1Nc1cc(CCC(F)=C(F)F)ccc1S2.CCN(CC)CC.CCN(CC)CC.CCN(CC)CC
Relative energy (zero: lowest compared OMol25 entry of this formula, charge and spin) in eV: 22.711
Total energy in hartree: -2750.74263

No. 2
The following is a quantum chemistry calculation of a molecular structure, C36H60HgN9O2PS2Si, from the OMol25 dataset.

```
112
Properties=species:S:1:pos:R:3:mulliken_spin:R:1
Hg -0.3321 0.4327 -0.0529 0.167
S 1.9426 -4.2782 -1.7369 0.003
S -4.2555 -2.6768 -1.4325 0.002
P 2.8251 0.5502 -3.1988 0.022
Si 2.1680 -1.6882 2.8802 0.009
O -2.0282 2.0780 -1.6027 0.296
O 1.7367 0.7386 -2.2171 0.122
N 2.8711 -1.9474 -0.6248 -0.003
N -3.8831 0.0287 -1.6064 0.004
N 0.5817 2.3213 3.4780 -0.001
N -2.2975 -1.3574 1.3734 -0.012
N 2.4833 -0.5148 1.7022 0.074
N 0.5861 -2.1871 -1.0944 0.042
N -0.8252 2.0634 3.5723 0.002
N -2.0335 -1.4073 -1.6163 0.011
N -2.1487 -1.8084 3.8144 0.001
C -1.7402 4.6734 -0.2455 0.000
C 3.1685 1.5713 0.7270 0.007
C 1.0346 -3.0133 2.1527 -0.009
C -1.2011 4.3088 -1.6199 0.014
C 0.1486 5.0263 -3.5006 0.047
C -2.7804 -3.5825 -1.4937 0.000
C 0.2291 -4.2851 -1.9863 0.002
C -1.4474 3.0440 -2.2470 0.134
C 2.7901 1.8045 -4.5154 0.000
C -1.0277 0.4074 -4.0849 0.003
C -2.3548 -3.1927 4.2456 0.000
C 3.2069 0.6350 1.7906 -0.026
C -1.7221 -2.7409 -1.5880 0.019
C -0.3072 -3.1076 -1.5844 -0.017
C -3.3010 -1.1909 -1.5270 0.013
C 1.7976 -2.6284 -1.0735 0.010
C -0.7437 4.2333 0.8308 -0.012
C 4.7249 3.0437 1.8436 0.004
C 3.7285 -2.5988 3.4969 0.004
C 2.7881 -1.0282 -4.0949 -0.001
C 4.0422 0.9724 2.8834 0.008
C -3.8460 -3.5007 4.3629 0.000
C 4.7852 2.1417 2.8974 -0.003
C -1.5404 1.7858 -4.4983 0.002
C -3.0728 1.7984 -4.5616 0.004
C -1.0393 2.9134 -3.6174 -0.037
C 4.4846 0.6323 -2.4765 0.001
C -0.2248 3.8771 -4.1851 -0.030
C 3.9009 2.7426 0.7616 -0.004
C -4.2530 -1.0563 4.8380 0.000
C -2.2642 -1.5765 2.5088 0.008
C -2.7504 -0.8146 4.7109 -0.001
C 1.2771 -1.0616 4.4373 -0.009
C -4.5197 -2.4928 5.2994 0.000
C -0.3904 5.2454 -2.2423 -0.033
C -3.1371 4.1318 0.0735 -0.001
H -5.5947 -2.6785 5.3402 0.000
H -0.2686 -5.1459 -2.3998 0.000
H -2.2640 -0.9223 5.6835 0.000
H 3.6804 -2.5100 -0.4139 0.000
H 2.7127 2.7827 -4.0396 0.000
H 1.8345 -0.2558 4.9238 -0.001
H -0.5411 3.1639 0.7272 0.104
H 3.6700 1.7630 -5.1578 0.000
H -3.4378 2.7750 -4.8865 -0.001
H 5.2592 0.4221 -3.2146 0.000
H -3.0915 3.0619 0.2580 -0.001
H -3.4318 1.0424 -5.2657 0.000
H -3.5372 4.6299 0.9620 0.001
H -1.8009 5.7671 -0.2270 0.000
H -3.8234 4.3055 -0.7577 -0.001
H -4.6857 -0.3420 5.5412 0.000
H -2.5255 0.1821 4.3340 0.002
H 4.1034 0.2825 3.7181 0.000
H 2.5280 1.3544 -0.1218 0.042
H -4.1206 -2.6223 6.3115 0.000
H -4.2967 -3.4340 3.3681 0.000
H 3.5140 -1.0317 -4.9088 0.000
H 5.2883 3.9681 1.8722 0.000
H 1.5658 -3.7151 1.5046 0.000
H 4.5163 -0.1000 -1.6703 0.000
H 4.2861 -1.9992 4.2207 0.001
H 0.2882 -0.6768 4.1703 0.003
H -1.1457 4.4209 1.8296 0.001
H -2.7919 -4.6555 -1.4037 0.000
H -4.7702 0.1528 -1.1523 0.001
H 0.8985 2.3332 2.5105 0.016
H 3.0108 -1.8355 -3.3983 0.000
H 0.0604 0.3810 -4.0979 -0.001
H 1.7812 -1.1759 -4.4874 0.000
H 0.1196 3.7372 -5.2062 0.000
H 0.2033 4.7663 0.7354 -0.003
H 0.5711 -3.5933 2.9577 0.000
H -1.4112 -0.3609 -4.7645 -0.001
H 3.4797 -3.5510 3.9747 0.000
H 5.4276 2.3543 3.7458 0.000
H 0.2389 -2.5554 1.5606 0.008
H -1.2954 2.9334 3.3678 0.000
H -0.1791 6.1800 -1.7297 -0.001
H 4.6318 1.6214 -2.0426 0.000
H 0.8194 5.7473 -3.9521 0.003
H 1.8872 1.6474 -5.1070 0.000
H -1.1718 1.9866 -5.5116 0.000
H -1.1230 1.3889 2.8700 0.036
H 1.1311 -1.8525 5.1792 0.000
H -3.2336 0.8282 -1.5879 -0.037
H -1.3395 0.1595 -3.0744 0.003
H 4.4044 -2.8080 2.6632 0.000
H -1.8619 -3.8543 3.5344 -0.001
H 1.0639 1.5538 3.9272 -0.004
H 2.6340 -1.2504 0.1453 -0.008
H 3.8284 3.4371 -0.0697 0.001
H -3.9869 -4.5190 4.7314 0.000
H -4.7178 -0.8948 3.8606 0.000
H -1.8648 -3.3053 5.2162 0.000
H -3.4897 1.5763 -3.5810 0.000
```

## Properties
HOMO level (spin up / spin down) in hartree: -0.1484 / -0.1444
Net charge: -1
2S+1: 2
LUMO (spin up / spin down) in Ha: 0.0807 / 0.0248
Relative energy (zero: lowest compared OMol25 entry of this formula, charge and spin) in eV: 0.454
Total energy in hartree: -3631.83486